No. 1
{
  "formula": "C4H12",
  "method": "ωB97M-V/def2-TZVPD",
  "charge": 1,
  "relative_energy_kj_mol": 40.9,
  "homo_ev": [-16.2, -15.7],
  "spin_multiplicity": 2,
  "orbital_gap_ev": [13.06, 4.73],
  "fmax_ev_per_a": 1.82,
  "symbols": ["C", "C", "H", "H", "H", "H", "H", "H", "C", "C", "H", "H", "H", "H", "H", "H"],
  "positions_angstrom": [[-0.24, -1.12, -1.65], [-0.52, -0.03, -2.66], [-0.95, -1.90, -1.94], [0.76, -1.59, -1.57], [-0.27, -0.56, -0.67], [0.01, 0.92, -2.56], [-1.53, 0.43, -2.49], [-0.49, -0.51, -3.64], [0.76, 0.25, 1.54], [0.04, 0.81, 2.77], [1.36, -0.62, 1.79], [0.02, 0.00, 0.75], [1.39, 1.03, 1.11], [-0.44, 0.09, 3.42], [0.83, 1.30, 3.36], [-0.71, 1.52, 2.44]],
  "lowdin_spin": [0.3085, 0.1892, 0.0148, 0.0510, 0.0848, 0.0172, 0.0448, 0.0472, 0.1071, 0.0489, 0.0021, 0.0438, 0.0091, 0.0021, 0.0271, 0.0023]
}

***

No. 2
{
  "formula": "C4H12",
  "method": "ωB97M-V/def2-TZVPD",
  "charge": 1,
  "relative_energy_kj_mol": 19.8,
  "homo_ev": [-17.0, -16.1],
  "spin_multiplicity": 2,
  "orbital_gap_ev": [14.09, 5.10],
  "fmax_ev_per_a": 1.69,
  "symbols": ["C", "C", "H", "H", "H", "H", "H", "H", "C", "C", "H", "H", "H", "H", "H", "H"],
  "positions_angstrom": [[-0.69, -0.50, 1.73], [0.76, -0.81, 1.77], [-1.29, -1.35, 1.46], [-1.01, -0.15, 2.74], [-0.97, 0.44, 1.15], [1.09, -1.50, 0.98], [1.47, 0.01, 1.76], [0.96, -1.34, 2.72], [0.45, 0.46, -2.30], [-0.55, 0.83, -1.25], [0.90, -0.54, -2.14], [-0.08, 0.38, -3.25], [1.33, 1.10, -2.32], [-0.65, 1.93, -1.20], [-0.10, 0.59, -0.24], [-1.53, 0.40, -1.44]],
  "lowdin_spin": [0.2157, 0.0573, 0.0022, 0.0585, 0.0838, 0.0071, 0.0065, 0.0373, 0.1335, 0.1952, 0.0388, 0.0366, 0.0102, 0.0315, 0.0850, 0.0008]
}

***

No. 3
{
  "formula": "C4H12",
  "method": "ωB97M-V/def2-TZVPD",
  "charge": 1,
  "relative_energy_kj_mol": 125.9,
  "homo_ev": [-17.2, -15.5],
  "spin_multiplicity": 2,
  "orbital_gap_ev": [14.24, 3.81],
  "fmax_ev_per_a": 3.15,
  "symbols": ["C", "C", "H", "H", "H", "H", "H", "H", "C", "C", "H", "H", "H", "H", "H", "H"],
  "positions_angstrom": [[0.21, -1.67, -1.80], [0.24, -1.58, -0.32], [0.47, -2.62, -2.17], [-0.70, -1.23, -2.17], [0.96, -0.97, -2.30], [-0.72, -1.71, 0.11], [0.70, -0.69, -0.03], [0.71, -2.44, 0.11], [0.22, 2.24, 1.08], [-0.72, 1.01, 1.07], [-0.22, 3.18, 1.26], [0.99, 1.97, 1.93], [0.80, 2.36, 0.21], [-1.66, 1.15, 1.56], [-0.07, 0.19, 1.32], [-0.98, 0.83, 0.04]],
  "lowdin_spin": [0.1354, 0.1326, 0.0030, 0.0486, 0.0473, 0.0522, 0.0124, 0.0263, 0.1637, 0.1602, 0.0032, 0.0904, 0.0230, 0.0034, 0.0160, 0.0823]
}

***

No. 4
{
  "formula": "C4H12",
  "method": "ωB97M-V/def2-TZVPD",
  "charge": 1,
  "relative_energy_kj_mol": 146.0,
  "homo_ev": [-16.4, -14.2],
  "spin_multiplicity": 2,
  "orbital_gap_ev": [13.53, 2.79],
  "fmax_ev_per_a": 3.91,
  "symbols": ["C", "C", "H", "H", "H", "H", "H", "H", "C", "C", "H", "H", "H", "H", "H", "H"],
  "positions_angstrom": [[0.23, 2.37, 0.75], [-0.16, 1.86, 2.10], [-0.60, 2.39, -0.02], [0.75, 3.35, 0.75], [1.28, 1.89, 0.51], [0.76, 1.85, 2.72], [-0.81, 2.54, 2.52], [-0.48, 0.77, 2.01], [-0.92, -2.05, -1.37], [0.59, -2.17, -1.49], [-1.36, -2.05, -0.38], [-1.23, -0.96, -1.79], [-1.37, -2.93, -1.84], [1.07, -2.75, -2.24], [1.13, -2.81, -0.73], [1.09, -1.30, -1.48]],
  "lowdin_spin": [0.1936, 0.0718, 0.0059, 0.0595, 0.0654, -0.0002, 0.0257, 0.0240, 0.1493, 0.1741, 0.0487, 0.0395, 0.0175, 0.0408, 0.0818, 0.0027]
}

***

No. 5
{
  "formula": "C4H12",
  "method": "ωB97M-V/def2-TZVPD",
  "charge": 1,
  "relative_energy_kj_mol": 101.4,
  "homo_ev": [-16.5, -14.8],
  "spin_multiplicity": 2,
  "orbital_gap_ev": [13.66, 3.57],
  "fmax_ev_per_a": 2.68,
  "symbols": ["C", "C", "H", "H", "H", "H", "H", "H", "C", "C", "H", "H", "H", "H", "H", "H"],
  "positions_angstrom": [[-1.82, -0.24, -0.87], [-2.53, -1.41, -0.23], [-2.21, 0.45, -1.63], [-1.52, 0.46, -0.07], [-0.91, -0.57, -1.29], [-3.30, -1.23, 0.52], [-1.92, -2.06, 0.30], [-2.74, -2.00, -1.16], [2.71, 1.25, 0.68], [1.46, 0.49, 0.38], [3.52, 0.54, 1.05], [3.35, 1.70, -0.07], [2.56, 1.95, 1.41], [1.13, 0.55, -0.63], [0.65, 0.69, 1.17], [1.57, -0.57, 0.44]],
  "lowdin_spin": [0.1920, 0.1752, 0.0321, 0.0622, 0.0103, 0.0075, 0.0265, 0.0619, 0.1144, 0.1427, 0.0642, 0.0159, 0.0033, 0.0401, 0.0099, 0.0421]
}

***

No. 6
{
  "formula": "C4H12BCsF4NO",
  "method": "ωB97M-V/def2-TZVPD",
  "charge": 1,
  "relative_energy_kj_mol": 107.4,
  "homo_ev": -14.1,
  "orbital_gap_ev": 10.83,
  "fmax_ev_per_a": 2.95,
  "symbols": ["Cs", "C", "C", "C", "O", "C", "N", "H", "H", "H", "H", "H", "H", "H", "H", "H", "H", "H", "H", "B", "F", "F", "F", "F"],
  "positions_angstrom": [[-0.42, -3.86, -2.18], [-1.11, -0.92, 0.08], [-0.02, 0.06, -0.23], [-0.61, 1.53, -0.50], [-1.44, 1.95, 0.58], [-1.89, 3.28, 0.27], [0.88, 0.27, 1.02], [0.39, 0.44, 1.88], [1.59, -0.43, 1.23], [1.31, 1.19, 1.07], [-1.21, -1.42, -0.88], [-2.12, -0.58, 0.31], [-0.87, -1.75, 0.74], [0.71, -0.36, -0.92], [-1.26, 1.54, -1.37], [0.16, 2.28, -0.64], [-2.31, 3.72, 1.18], [-2.62, 3.36, -0.54], [-1.01, 3.91, 0.12], [2.38, -2.82, -0.23], [3.16, -3.51, 0.69], [2.49, -3.37, -1.46], [1.04, -3.02, 0.08], [2.79, -1.50, -0.32]],
  "mulliken_charge": [1.0673, -0.9945, 0.3829, -0.9710, -0.3107, -0.7868, -0.3215, 0.3887, 0.2573, 0.3301, -0.1089, 0.3367, 0.4342, 0.3924, 0.4412, 0.5363, 0.2889, 0.3024, 0.3497, 0.5491, -0.3439, -0.3961, -0.4102, -0.4134]
}

***

No. 7
{
  "formula": "C4H12BN",
  "method": "ωB97M-V/def2-TZVPD",
  "charge": 0,
  "relative_energy_kj_mol": 689.6,
  "homo_ev": [-10.2, -10.0],
  "orbital_gap_ev": [9.33, 7.29],
  "fmax_ev_per_a": 2.74,
  "symbols": ["B", "C", "C", "C", "C", "N", "H", "H", "H", "H", "H", "H", "H", "H", "H", "H", "H", "H"],
  "positions_angstrom": [[0.94, 0.38, 2.12], [-0.31, 0.28, -1.92], [-1.46, -0.71, -0.01], [0.43, 0.82, 0.56], [-0.10, -0.23, -0.42], [0.81, -1.34, -0.58], [1.83, 1.07, 2.47], [0.35, -0.22, 2.96], [0.60, -0.01, -2.58], [-1.17, -0.28, -2.40], [-0.48, 1.39, -1.90], [-1.78, -0.04, 0.72], [-1.43, -1.68, 0.50], [-2.32, -0.49, -0.71], [1.25, 1.23, -0.08], [-0.43, 1.59, 0.55], [1.44, -0.81, 1.42], [1.84, -0.94, -0.69]],
  "mulliken_charge": [0.0201, -1.4243, -1.6740, -1.3320, 1.9719, -0.7711, -0.0958, -0.0560, 0.3184, 0.4298, 0.3081, 0.3985, 0.3744, 0.3425, 0.3685, 0.2995, 0.1948, 0.3268]
}

***

No. 8
{
  "formula": "C4H12ClCrI2NOP",
  "method": "ωB97M-V/def2-TZVPD",
  "charge": 2,
  "relative_energy_kj_mol": 0.0,
  "homo_ev": [-15.7, -15.7],
  "spin_multiplicity": 4,
  "orbital_gap_ev": [4.62, 6.34],
  "fmax_ev_per_a": 7.79,
  "symbols": ["I", "I", "Cr", "P", "C", "C", "H", "H", "H", "C", "H", "H", "H", "H", "H", "H", "C", "O", "Cl", "N", "H", "H", "H"],
  "positions_angstrom": [[3.10, 3.30, 1.52], [4.14, 1.08, 0.39], [0.35, 0.39, 0.13], [-0.34, 1.58, -1.82], [0.18, 1.02, -3.47], [-2.12, 1.97, -1.98], [0.22, 3.46, -0.48], [0.33, 3.89, -2.26], [1.63, 2.91, -1.39], [0.55, 3.13, -1.48], [-2.45, 2.28, -0.98], [-2.32, 2.76, -2.74], [0.00, 1.75, -4.29], [-0.34, 0.08, -3.70], [-2.63, 1.03, -2.24], [1.26, 0.79, -3.42], [0.86, -1.06, -1.43], [1.26, -2.11, -1.80], [-0.88, 1.58, 1.49], [0.32, -1.23, 1.70], [-0.01, -0.91, 2.62], [1.29, -1.53, 1.86], [-0.21, -2.09, 1.52]],
  "lowdin_spin": [0.0063, -0.0147, 3.2300, -0.1107, -0.0176, -0.0149, 0.0006, -0.0041, 0.0005, -0.0095, -0.0002, -0.0048, -0.0050, -0.0001, -0.0001, -0.0001, 0.0011, 0.0235, -0.0927, 0.0040, 0.0026, 0.0038, 0.0021]
}

***

No. 9
{
  "formula": "C4H12ClNSi",
  "method": "ωB97M-V/def2-TZVPD",
  "charge": 0,
  "relative_energy_kj_mol": 421.1,
  "homo_ev": -9.0,
  "smiles": "C/N=[SiH]\\C(C)C.Cl",
  "orbital_gap_ev": 8.92,
  "fmax_ev_per_a": 2.73,
  "symbols": ["C", "N", "Si", "C", "C", "C", "H", "H", "H", "H", "H", "H", "H", "H", "H", "H", "H", "Cl", "H"],
  "positions_angstrom": [[1.89, -1.39, 1.26], [1.69, -0.91, -0.10], [0.53, 0.03, -0.78], [-1.36, 0.26, -0.38], [-2.10, 1.34, -1.32], [-1.71, 0.30, 1.13], [2.14, -2.46, 1.23], [2.75, -0.82, 1.57], [1.08, -1.15, 1.90], [1.01, 0.75, -1.92], [-1.79, -0.67, -0.83], [-2.69, 0.78, -2.05], [-2.73, 2.11, -0.81], [-1.17, 1.81, -1.88], [-1.62, 1.43, 1.42], [-0.99, -0.32, 1.72], [-2.75, 0.03, 1.42], [4.50, -0.29, -0.76], [3.32, -0.84, -0.83]],
  "mulliken_charge": [-0.6928, -0.3172, 0.2572, 0.2199, -0.9455, -1.0613, 0.2466, 0.2695, 0.2647, -0.0815, 0.1907, 0.2820, 0.2827, 0.2328, 0.2779, 0.2372, 0.3147, -0.3493, 0.3717]
}

***

No. 10
{
  "formula": "C4H12I2O4Zn",
  "method": "ωB97M-V/def2-TZVPD",
  "charge": 0,
  "relative_energy_kj_mol": 50.7,
  "homo_ev": -7.5,
  "orbital_gap_ev": 7.22,
  "fmax_ev_per_a": 2.37,
  "symbols": ["Zn", "I", "I", "C", "C", "O", "O", "H", "H", "H", "H", "H", "H", "C", "C", "O", "O", "H", "H", "H", "H", "H", "H"],
  "positions_angstrom": [[0.85, -0.81, 0.36], [3.55, -0.75, 0.26], [0.17, -3.28, 1.62], [0.06, 1.44, 2.34], [0.53, 2.24, 1.12], [0.62, 1.30, 0.06], [0.47, 0.11, 2.07], [-1.02, 1.49, 2.46], [0.58, 1.92, 3.17], [1.48, 2.76, 1.26], [-0.25, 2.98, 0.85], [0.62, 1.64, -0.83], [0.29, -0.44, 2.84], [-1.55, -0.83, -1.59], [-0.35, -1.12, -2.48], [0.86, -1.21, -1.73], [-1.23, -0.81, -0.16], [-2.31, -1.61, -1.70], [-2.07, 0.12, -1.77], [-0.27, -0.34, -3.24], [-0.51, -2.05, -3.03], [1.52, -1.75, -2.19], [-2.04, -1.01, 0.31]],
  "mulliken_charge": [0.2910, -0.5248, -0.6013, -0.4326, -0.3779, -0.2880, -0.3277, 0.3341, 0.3117, 0.3309, 0.2904, 0.2755, 0.3067, -0.4797, -0.3890, -0.3973, -0.2314, 0.3666, 0.2971, 0.2716, 0.3848, 0.3162, 0.2731]
}

***

- Which formula does entry 5 have?
  C4H12